1.
A molecular structure, C12H16AuF6N5O4S2. Source: the OMol25 dataset; level of theory: wB97M-V/def2-TZVPD.

charge: +2
E: -2572.19849 Ha
max |F|: 0.6 eV Å⁻¹

Element x y z (Å)
Au: 0.147986 -0.057690 -0.203755
N: 2.162955 -0.193771 -0.487798
C: 2.855475 0.790785 -1.383477
C: 2.826446 2.180149 -0.746349
C: 1.966523 3.162122 -1.531522
C: 0.542977 2.665076 -1.751718
N: -0.048681 2.002108 -0.547669
H: 2.540608 -0.089571 0.458626
H: 2.375223 -1.148832 -0.776748
H: 2.343618 0.757210 -2.344563
H: 3.870282 0.427245 -1.543849
H: 3.837181 2.566526 -0.632251
H: 2.438294 2.094374 0.275451
H: 2.401948 3.341867 -2.515976
H: 1.955142 4.125444 -1.020843
H: 0.464542 1.970540 -2.588797
H: -0.108102 3.505758 -1.995273
H: -1.067381 2.121541 -0.566687
H: 0.245761 2.449653 0.325462
F: -5.034776 0.847318 1.858085
C: -4.224249 0.045373 1.214353
F: -4.649586 -0.187792 -0.009109
F: -4.045082 -1.083237 1.869238
S: -2.578547 0.912580 1.079777
O: -1.801518 -0.166191 0.297133
O: -2.723793 2.101306 0.298647
N: -2.136984 1.097208 2.541255
S: -0.641935 0.910040 3.049436
O: 0.297664 1.657060 2.216848
O: -0.277018 -0.458505 3.281546
C: -0.741429 1.769853 4.692265
F: 0.409771 1.549724 5.296484
F: -1.739202 1.261919 5.379707
F: -0.919348 3.057205 4.484143
N: -0.529320 -7.380783 0.030677
C: -0.394386 -6.241376 0.022944
C: -0.221576 -4.818155 0.006619
C: -0.022523 -4.150512 -1.203823
C: 0.140361 -2.787609 -1.186418
N: 0.114615 -2.090524 -0.028955
C: -0.086152 -2.718600 1.141863
C: -0.252315 -4.087802 1.189200
H: -0.002764 -4.685831 -2.142589
H: 0.280820 -2.230955 -2.103846
H: -0.115952 -2.105211 2.031862
H: -0.408134 -4.572674 2.142692

Forces on the atoms, in the same order (eV/Å):
-0.3 0.3 0.2
0.0 0.0 0.0
0.0 0.1 0.0
-0.1 0.0 0.0
0.0 0.0 0.0
0.0 0.0 -0.1
0.2 -0.3 0.1
0.1 0.0 0.0
0.0 0.0 0.0
0.1 0.0 0.0
0.0 -0.1 0.1
0.0 0.0 -0.1
0.1 0.0 0.0
0.0 0.0 0.0
0.0 0.0 0.0
0.0 0.0 0.0
0.0 0.0 0.0
0.0 0.1 0.0
0.0 0.0 0.0
0.0 0.0 0.0
0.0 0.0 0.0
0.0 0.0 0.0
0.0 0.0 0.0
-0.2 0.1 0.5
0.1 0.0 0.1
0.0 0.1 -0.2
-0.1 -0.4 -0.5
0.6 0.2 -0.1
-0.2 -0.2 0.0
-0.2 0.0 -0.1
0.0 0.0 0.0
0.0 0.0 0.0
0.0 0.0 0.0
0.0 0.0 0.0
0.0 0.0 0.0
0.0 0.0 0.0
0.0 0.0 0.0
0.0 0.0 0.0
0.0 -0.1 0.0
0.0 -0.1 -0.1
0.0 0.1 0.0
0.0 0.0 0.0
0.0 0.0 0.0
0.0 0.0 0.0
0.0 0.0 0.1
0.0 0.0 0.0



2.
A molecular structure, C10H34O7 in a non-equilibrium geometry. Source: the OMol25 dataset; level of theory: wB97M-V/def2-TZVPD.

E: -927.64411 Ha
max |F|: 9.6 eV Å⁻¹

Element x y z (Å)
O: -3.005310 -1.562286 1.591837
H: -3.655648 -1.541102 2.293845
H: -3.502329 -1.808093 0.811589
O: -1.764730 -0.188782 2.799384
H: -2.069055 -0.914612 2.254605
H: -2.350794 -0.194581 3.556170
C: 0.978562 2.278229 -1.908577
C: 1.577300 3.096874 -0.768765
O: 1.999406 4.351424 -1.220306
H: 0.118342 2.728875 -2.403605
H: 0.690413 1.336233 -1.441966
H: 1.794158 2.105390 -2.610734
H: 2.333818 2.461905 -0.307685
H: 0.753025 3.215349 -0.065463
H: 2.796923 4.156253 -1.717774
C: 0.543783 -0.267752 -0.124769
C: -0.485880 -0.597173 0.872015
O: -1.544908 -1.292740 0.181725
H: 0.134664 0.307410 -0.955376
H: 0.742329 -1.126091 -0.766586
H: 1.452945 0.203322 0.248874
H: -0.909532 0.263772 1.389116
H: -0.008649 -1.150720 1.680667
H: -2.110957 -1.590991 0.897431
C: 3.650986 -0.833314 -0.681602
C: 2.792349 0.137995 -1.583930
O: 3.513956 0.304429 -2.799799
H: 4.534822 -0.391621 -0.221347
H: 3.926706 -1.712787 -1.263493
H: 3.064580 -1.240655 0.142001
H: 2.516237 1.119665 -1.198983
H: 1.896452 -0.475748 -1.677619
H: 4.126515 1.040577 -2.732998
C: -2.150141 -3.878656 -2.577514
C: -2.440768 -3.147854 -1.264314
O: -2.719011 -1.755923 -1.502809
H: -1.918557 -4.943733 -2.568971
H: -1.344337 -3.374674 -3.111171
H: -2.976427 -3.770805 -3.280171
H: -1.569549 -3.189176 -0.610572
H: -3.321244 -3.457525 -0.701314
H: -2.293071 -1.372521 -0.732629
C: -0.476070 2.458911 1.977368
C: -0.285285 1.823403 3.296491
O: 0.162936 0.466503 3.129370
H: -0.978553 1.748863 1.320523
H: 0.451129 2.621362 1.427831
H: -1.191428 3.270081 2.112927
H: -1.229139 1.928034 3.831571
H: 0.385909 2.415866 3.918250
H: -0.636872 -0.060806 3.067248

Forces on the atoms, in the same order (eV/Å):
-8.6 -2.7 3.3
-0.5 -0.3 0.6
-0.9 -0.2 -0.9
-6.5 -0.6 2.2
0.7 0.7 0.6
-0.2 0.3 0.6
0.3 0.3 0.1
-2.2 -0.5 -0.6
0.7 0.2 0.3
0.1 0.3 0.1
0.2 1.3 -1.2
-0.4 -0.1 -0.5
0.4 0.6 0.5
0.5 0.6 0.0
0.1 0.5 -0.3
-0.6 -0.4 -1.2
0.3 0.5 -0.8
6.9 1.8 2.5
-0.7 -0.2 1.1
0.4 -0.8 1.0
-0.4 -0.2 0.2
0.8 -0.6 -1.8
-0.2 -0.8 -0.3
3.6 -0.5 -2.0
-0.6 0.7 0.3
2.3 -1.8 0.7
-0.6 -0.1 -0.7
0.1 0.1 -0.3
0.2 0.3 -0.3
-0.1 0.2 0.1
0.7 -1.1 0.3
0.5 0.8 -1.5
0.0 0.0 0.2
-0.6 0.4 -0.6
-0.2 0.5 -0.9
-2.5 -2.4 -3.5
0.0 0.0 0.6
0.3 0.1 0.3
-0.3 0.0 0.2
0.0 -0.4 -0.1
-0.1 -1.2 -0.1
0.1 1.4 -1.4
-0.6 -0.1 -1.0
0.8 -1.0 0.5
5.5 3.7 2.2
-0.4 0.5 0.1
-0.2 0.6 0.7
0.6 0.7 -0.5
-0.3 -0.6 0.3
0.5 -0.3 0.0
1.3 -0.1 0.8



3.
A molecular structure, C3H4FNO2 in a non-equilibrium geometry. Source: the OMol25 dataset; level of theory: wB97M-V/def2-TZVPD.

E: -421.61557 Ha
max |F|: 6.3 eV Å⁻¹

Element x y z (Å)
C: 0.888486 -0.474947 -0.500687
C: 1.628273 0.427019 0.135976
C: -0.951417 -0.714402 0.144903
N: -1.476491 0.606735 0.047966
O: -1.880049 0.861094 -1.057009
O: -1.392459 1.339276 1.047928
F: 2.881702 0.751773 -0.194781
H: 0.960265 -1.176666 -1.340193
H: 1.381985 0.937266 1.002567
H: -0.693324 -1.044674 1.219019
H: -1.346971 -1.512475 -0.505693

Forces on the atoms, in the same order (eV/Å):
-3.7 -0.4 1.1
0.0 -1.7 -1.6
5.8 -1.8 1.5
0.2 0.1 1.1
-0.7 1.3 -0.3
-0.3 -0.6 -1.6
0.3 -0.2 -0.5
0.7 0.8 0.4
-1.1 0.9 1.5
-1.0 0.7 -1.8
-0.1 1.0 0.3



4.
C8H10 in the gas phase in a non-equilibrium geometry. Source: the OMol25 dataset; level of theory: wB97M-V/def2-TZVPD.

SMILES string: C#CC(C)(C=C)C=C
E: -310.53289 Ha
max |F|: 6.5 eV Å⁻¹

Element x y z (Å)
C: -2.013471 -1.304244 1.145613
C: -1.089136 -0.579894 0.897132
C: -0.132201 0.131771 0.154680
C: 0.009996 1.472609 0.973667
C: -0.598646 0.803851 -1.152095
C: -0.195862 0.324223 -2.343237
C: 1.365759 -0.080037 -0.008833
C: 2.163183 -1.207968 0.400892
H: -2.523013 -1.795661 1.954429
H: 0.509258 1.415338 1.871904
H: -1.023328 1.648013 1.163518
H: 0.360749 2.199950 0.118287
H: -1.249443 1.786111 -1.203118
H: -0.781804 0.659455 -3.112339
H: 0.465029 -0.754075 -2.772256
H: 2.066392 0.734281 -0.439312
H: 3.360096 -1.230626 0.736827
H: 1.758315 -2.024658 1.275147

Forces on the atoms, in the same order (eV/Å):
-0.4 -0.5 2.2
0.2 -1.9 -1.7
3.0 4.9 -0.7
-1.1 1.5 -3.6
-0.5 -1.0 -1.7
1.2 -3.7 0.4
4.6 -4.6 1.0
-0.7 0.9 4.2
-0.5 -0.1 -0.7
1.6 0.0 1.7
-0.8 1.1 0.4
-0.1 -0.7 2.7
1.1 -2.4 0.6
-0.7 1.4 -2.4
-1.9 3.5 2.3
-2.0 -1.1 0.5
-3.1 0.8 -2.0
0.3 2.0 -3.1



For reference, relative energy (zero: lowest compared OMol25 entry of this formula, charge and spin) by record: 0.00; 1123.92; 544.99; 794.94 kJ/mol.
For reference, gap between HOMO and LUMO by record: 7.65; 8.58; 10.28; 9.99 eV.